Molecular formula: C23H12Cl6N3O2SZn
Method: DFT, ωB97M-V with the def2-TZVPD basis set

Computed properties:
Charge   -1
2S+1   1
Energy relative to the best compared isomer or geometry (same formula, charge and spin)   1.141 eV
Kohn-Sham gap   4.395 eV

Structure (XYZ):
```
48
Properties=species:S:1:pos:R:3:lowdin_charge:R:1
Zn -0.161 1.192 0.140 0.65
Cl 0.215 1.370 6.846 0.62
C 0.501 1.673 5.175 -0.74
C 1.610 2.408 4.785 -0.74
Cl 2.686 3.031 5.975 0.62
C 1.849 2.638 3.435 -0.63
Cl 3.281 3.471 2.950 0.65
C 0.957 2.201 2.451 -0.41
O 1.111 2.414 1.195 -0.15
C -0.199 1.437 2.858 -0.40
O -0.994 1.006 1.933 -0.24
C -0.374 1.172 4.214 -0.63
Cl -1.710 0.195 4.698 0.66
Cl -2.798 0.264 -0.204 0.75
C -3.162 -0.474 -1.736 -0.65
C -4.176 -1.411 -1.799 -0.13
C -4.541 -1.961 -3.017 -0.11
C -3.881 -1.567 -4.171 -0.14
C -2.821 -0.690 -4.084 -0.72
Cl -1.962 -0.289 -5.522 0.63
C -2.410 -0.114 -2.868 -0.78
S -1.072 0.956 -2.787 0.58
H -4.678 -1.696 -0.887 0.10
H -5.334 -2.691 -3.071 0.09
H -4.181 -1.947 -5.137 0.09
C 0.254 -4.196 1.681 -0.08
C -0.647 -3.154 1.850 -0.06
C -0.422 -1.938 1.244 0.00
C 0.714 -1.743 0.448 -0.23
C 1.624 -2.800 0.282 -0.01
C 1.388 -4.010 0.899 -0.09
N 0.882 -0.511 -0.136 0.05
N 1.927 -0.348 -0.879 0.14
C 2.060 0.859 -1.475 -0.34
C 3.202 1.090 -2.260 0.02
C 3.364 2.319 -2.850 -0.05
C 2.377 3.289 -2.681 -0.03
C 1.270 2.981 -1.916 -0.14
N 1.122 1.809 -1.331 -0.05
H 0.078 -5.147 2.163 0.10
H -1.527 -3.283 2.461 0.11
H -1.111 -1.123 1.388 0.06
H 2.499 -2.642 -0.329 0.10
H 2.093 -4.823 0.778 0.10
H 3.921 0.295 -2.367 0.11
H 4.237 2.533 -3.449 0.11
H 2.468 4.263 -3.133 0.11
H 0.471 3.692 -1.759 0.12
```

=====

Molecular formula: C4H5Cl
Method: DFT, ωB97M-V with the def2-TZVPD basis set

Computed properties:
Charge   0
2S+1   1
Energy relative to the best compared isomer or geometry (same formula, charge and spin)   4.662 eV
Kohn-Sham gap   9.433 eV

Structure (XYZ):
```
10
Properties=species:S:1:pos:R:3:lowdin_charge:R:1
C 1.155 -0.988 0.569 0.02
C 0.306 -0.211 -0.129 -0.06
C 1.426 0.564 0.459 -0.14
C -1.751 0.000 -0.800 -0.49
Cl -2.735 0.291 0.582 0.55
H 1.600 -1.812 0.941 0.04
H 1.369 1.168 1.282 0.04
H 2.151 0.950 -0.116 0.03
H -2.121 -0.788 -1.328 -0.02
H -1.399 0.827 -1.459 0.04
```

=====

Molecular formula: C25H54BN3O5PS3
Method: DFT, ωB97M-V with the def2-TZVPD basis set

Computed properties:
Charge   +1
2S+1   1
Kohn-Sham gap   9.335 eV

Structure (XYZ):
```
92
Properties=species:S:1:pos:R:3:lowdin_charge:R:1
C -3.076 -1.029 1.908 -0.25
C -2.491 -0.090 0.826 -0.19
C -1.018 -0.460 0.531 -0.44
C -0.164 0.801 0.339 -0.16
C 0.079 1.611 1.616 -0.17
C 0.646 0.811 2.795 -0.17
C 1.811 -0.123 2.446 -0.20
C 3.223 0.351 2.833 -0.18
C 3.632 1.770 2.351 -0.19
C 4.710 1.651 1.265 -0.19
C 4.016 1.195 -0.042 -0.18
C 4.383 -0.245 -0.445 -0.20
C 4.023 -0.470 -1.914 -0.19
C 3.431 -1.857 -2.165 -0.19
C 2.134 -2.010 -1.363 -0.21
C 1.466 -3.362 -1.655 -0.14
N -0.035 -3.363 -1.421 -0.22
C -0.835 -2.464 -2.351 -0.21
C -0.171 -2.162 -3.691 -0.41
S -1.368 -1.234 -4.703 1.06
C -1.276 0.347 -4.000 -0.68
N -1.198 1.399 -4.654 0.07
N -1.186 2.466 -3.773 0.10
C -1.266 1.948 -2.620 -0.21
O -1.320 0.623 -2.648 0.03
P -0.314 -2.694 0.252 0.60
S -2.159 -2.897 0.746 0.68
B -0.532 -4.825 -1.368 -0.62
O -1.256 -5.265 -2.390 0.23
C -0.186 -5.823 -0.191 -0.15
C -1.449 -6.316 0.591 -0.10
H -3.481 -1.900 1.395 -0.08
H -2.290 -1.378 2.574 0.05
H -3.863 -0.560 2.494 0.09
H -3.076 -0.238 -0.081 0.12
H -2.590 0.957 1.102 0.10
H -1.009 -1.028 -0.410 0.01
H -0.585 -1.115 1.289 0.04
H -0.627 1.426 -0.426 0.08
H 0.812 0.513 -0.073 0.10
H 0.699 2.468 1.350 0.10
H -0.886 2.033 1.906 0.10
H -0.167 0.284 3.291 0.11
H 1.016 1.535 3.524 0.12
H 1.643 -1.051 3.003 0.11
H 1.835 -0.410 1.391 0.07
H 3.413 0.231 3.896 0.11
H 3.905 -0.349 2.342 0.09
H 2.812 2.324 1.899 0.09
H 3.990 2.331 3.213 0.11
H 5.442 0.923 1.609 0.11
H 5.150 2.633 1.096 0.11
H 4.216 1.860 -0.879 0.11
H 2.951 1.175 0.191 0.08
H 5.439 -0.423 -0.255 0.12
H 3.822 -0.890 0.234 0.08
H 3.291 0.249 -2.286 0.11
H 4.934 -0.360 -2.499 0.12
H 4.145 -2.594 -1.782 0.13
H 3.314 -2.079 -3.227 0.12
H 2.416 -1.996 -0.314 0.09
H 1.447 -1.208 -1.639 0.10
H 1.750 -3.771 -2.621 0.14
H 1.880 -4.052 -0.917 0.13
H -1.816 -2.878 -2.552 0.12
H -1.021 -1.523 -1.834 0.08
H 0.187 -3.036 -4.227 0.10
H 0.683 -1.495 -3.585 0.08
H -1.258 2.584 -1.754 0.13
H -0.038 -1.318 0.165 -0.04
H 0.608 -3.298 1.120 0.05
H -1.634 -6.127 -2.161 0.14
H 0.246 -6.706 -0.670 0.11
H 0.595 -5.453 0.475 0.08
H -2.332 -5.862 0.144 0.05
H -1.526 -7.395 0.627 0.08
H -1.415 -5.914 1.598 0.07
O -2.809 3.833 0.415 -0.30
S -2.704 5.031 1.198 0.56
O -2.899 5.006 2.611 -0.26
O -3.630 6.148 0.560 -0.26
C -5.019 5.830 0.327 -0.24
C -5.843 5.901 1.597 -0.07
C -1.163 5.809 0.852 -0.11
H -5.105 4.852 -0.149 0.11
H -5.377 6.570 -0.387 0.12
H -5.566 5.109 2.292 0.07
H -6.902 5.795 1.365 0.08
H -5.683 6.851 2.106 0.09
H -1.037 5.876 -0.225 0.08
H -0.381 5.191 1.288 0.07
H -1.160 6.796 1.307 0.08
```

=====

Molecular formula: C19H36NO10S2
Method: DFT, ωB97M-V with the def2-TZVPD basis set

Computed properties:
Charge   -1
2S+1   1
Kohn-Sham gap   7.237 eV

Structure (XYZ):
```
68
Properties=species:S:1:pos:R:3:lowdin_charge:R:1
C -2.894 -2.092 -3.186 -0.01
C -3.063 -2.018 -1.865 -0.24
N -2.217 -2.578 -0.882 0.01
C -1.142 -1.684 -0.306 -0.41
C 0.105 -1.810 -1.176 -0.02
C -0.934 -2.174 1.122 -0.14
C 0.323 -1.660 1.836 -0.20
C 0.626 -0.187 1.576 -0.21
C -0.163 0.766 2.467 -0.19
C 0.205 2.238 2.168 -0.19
C -0.883 2.985 1.370 -0.18
C -0.516 3.391 -0.069 -0.20
C 0.841 4.087 -0.256 -0.19
C 1.750 3.512 -1.358 -0.26
C 1.821 1.991 -1.426 -0.09
C -1.731 -0.224 -0.319 -0.67
O -2.577 0.017 0.561 -0.02
O -1.297 0.549 -1.195 -0.06
H -2.092 -2.656 -3.646 0.04
H -3.579 -1.563 -3.836 0.03
H -3.939 -1.500 -1.489 0.10
H -1.788 -3.416 -1.255 0.09
H 0.070 -1.067 -1.970 0.07
H 0.186 -2.799 -1.635 0.07
H 1.031 -1.639 -0.627 0.07
H -1.832 -1.966 1.698 0.11
H -0.870 -3.268 1.059 0.11
H 0.152 -1.766 2.910 0.10
H 1.184 -2.289 1.618 0.08
H 1.687 -0.008 1.787 0.12
H 0.473 0.093 0.534 0.08
H -1.232 0.614 2.328 0.09
H 0.096 0.550 3.508 0.10
H 1.160 2.234 1.641 0.08
H 0.382 2.760 3.111 0.10
H -1.259 3.848 1.924 0.10
H -1.728 2.299 1.277 0.09
H -0.624 2.503 -0.690 0.05
H -1.286 4.094 -0.396 0.10
H 0.648 5.130 -0.519 0.10
H 1.409 4.123 0.674 0.10
H 2.763 3.876 -1.157 0.10
H 1.482 3.920 -2.333 0.06
H 0.876 1.557 -1.757 0.05
H 2.063 1.547 -0.462 0.06
H 2.565 1.698 -2.168 0.07
C 1.723 -5.753 5.165 -0.17
C 1.651 -6.243 3.732 -0.17
O 1.952 -5.081 2.956 -0.19
S 2.998 -4.153 3.733 0.60
O 4.310 -4.421 3.264 -0.22
O 2.472 -2.842 3.774 -0.21
O 2.834 -4.848 5.171 -0.19
H 0.822 -5.205 5.448 0.13
H 1.906 -6.554 5.875 0.13
H 0.668 -6.614 3.459 0.14
H 2.405 -7.008 3.530 0.13
C -1.405 3.098 -3.110 -0.14
C -1.527 2.454 -4.469 -0.14
O -1.067 3.472 -5.387 -0.20
S 0.079 4.335 -4.689 0.58
O 1.353 3.863 -5.105 -0.23
O -0.256 5.709 -4.832 -0.23
O -0.176 3.859 -3.199 -0.24
H -2.224 3.793 -2.915 0.14
H -1.349 2.361 -2.312 0.09
H -2.547 2.179 -4.716 0.13
H -0.878 1.582 -4.558 0.14
```

=====

Question: Among the records above, which one has the lowest Kohn-Sham gap?
Answer: C23H12Cl6N3O2SZn